{
  "formula": "C4H12O",
  "method": "ωB97M-V/def2-TZVPD",
  "fmax_ev_per_a": 2.3,
  "e_homo_ev": -10.2724,
  "smiles": "CCO.CC",
  "e_tot_ha": -234.79255,
  "relative_energy_kcal_mol": 25.1,
  "charge": 0,
  "symbols": ["C", "C", "O", "H", "H", "H", "H", "H", "H", "C", "C", "H", "H", "H", "H", "H", "H"],
  "positions_angstrom": [[-0.207, 1.746, 1.487], [0.124, 0.277, 1.786], [0.901, 2.682, 1.497], [-0.608, 2.036, 0.516], [-0.845, 2.065, 2.302], [-0.475, -0.097, 2.601], [1.458, 2.555, 0.715], [1.143, 0.250, 2.150], [0.055, -0.490, 1.011], [-0.302, -1.835, -1.172], [-0.070, -0.899, -2.331], [-1.315, -1.908, -0.746], [0.029, -2.853, -1.388], [0.366, -1.472, -0.394], [-0.558, -1.286, -3.231], [0.973, -0.781, -2.604], [-0.669, 0.009, -2.200]],
  "atomic_forces_ev_per_a": [[0.609, 0.746, -0.616], [0.472, -0.036, -0.209], [0.628, -0.450, 0.669], [-1.073, -1.089, 0.048], [-0.204, 0.435, -0.180], [-0.370, 0.013, 0.332], [-0.350, -0.140, 0.263], [0.365, 0.000, 0.115], [-0.115, 0.741, -0.126], [0.792, -0.410, 0.670], [-1.935, -0.320, -1.136], [0.251, 0.336, -0.463], [-0.060, 0.021, -0.111], [-0.130, -0.363, 0.285], [0.160, -0.295, -0.119], [0.085, 0.432, 0.334], [0.873, 0.379, 0.244]],
  "mulliken_charge": [-0.210, -0.632, -0.563, 0.322, 0.204, 0.337, 0.293, 0.345, -0.196, -0.650, -0.879, 0.328, 0.315, 0.124, 0.303, 0.303, 0.257]
}


{
  "formula": "C7H10ClN",
  "method": "ωB97M-V/def2-TZVPD",
  "fmax_ev_per_a": 1.4,
  "e_homo_ev": -7.9720,
  "e_tot_ha": -787.56469,
  "relative_energy_kcal_mol": 32.7,
  "charge": 0,
  "symbols": ["C", "C", "C", "C", "C", "C", "C", "N", "Cl", "H", "H", "H", "H", "H", "H", "H", "H", "H", "H"],
  "positions_angstrom": [[1.524, 0.638, 0.213], [-0.673, -0.493, -0.065], [0.374, -2.210, 1.380], [0.321, 0.520, -0.677], [-0.016, -1.812, 0.184], [3.628, -0.496, -0.333], [-0.342, 1.884, -0.839], [2.545, -0.087, 0.061], [4.261, -2.008, 0.093], [1.487, 1.306, 1.061], [-1.053, -0.088, 0.876], [-1.510, -0.617, -0.758], [0.862, -3.154, 1.543], [0.218, -1.591, 2.248], [0.649, 0.139, -1.650], [0.154, -2.428, -0.689], [0.375, 2.609, -1.213], [-0.717, 2.226, 0.123], [-1.174, 1.826, -1.537]],
  "atomic_forces_ev_per_a": [[-0.362, -0.171, -0.112], [0.196, -0.064, -0.100], [0.005, -0.189, -0.003], [-0.114, 0.015, 0.128], [-0.370, 0.031, -0.038], [0.977, 0.534, -0.848], [0.188, -0.188, -0.089], [-0.448, 0.473, 0.237], [-0.081, -0.758, 0.418], [0.049, 0.144, 0.188], [-0.057, 0.019, -0.034], [-0.054, 0.094, 0.073], [0.148, -0.221, -0.017], [-0.071, 0.147, 0.216], [0.057, 0.018, 0.062], [0.101, -0.174, -0.079], [0.003, 0.161, -0.054], [-0.071, 0.116, 0.075], [-0.095, 0.015, -0.021]],
  "mulliken_charge": [-0.658, -0.845, -0.728, 0.718, -0.171, -0.091, -1.647, 0.114, -0.106, 0.371, 0.348, 0.392, 0.287, 0.241, 0.279, 0.314, 0.423, 0.374, 0.385]
}


{
  "formula": "C5H8NO2",
  "method": "ωB97M-V/def2-TZVPD",
  "fmax_ev_per_a": 1.4,
  "e_homo_ev": -4.0034,
  "smiles": "C=CCCNC(=O)[O-]",
  "e_tot_ha": -400.59826,
  "relative_energy_kcal_mol": 10.3,
  "charge": -1,
  "symbols": ["C", "C", "C", "C", "N", "C", "O", "O", "H", "H", "H", "H", "H", "H", "H", "H"],
  "positions_angstrom": [[-0.196, -0.062, -0.991], [-0.089, 0.369, 0.466], [0.793, 1.582, 0.586], [1.648, 1.775, 1.571], [-1.039, -1.186, -1.270], [-1.138, -2.420, -0.522], [-0.481, -2.461, 0.534], [-1.936, -3.249, -1.022], [-0.601, 0.778, -1.572], [0.828, -0.128, -1.397], [0.352, -0.467, 0.990], [-1.104, 0.486, 0.840], [0.574, 2.346, -0.165], [2.248, 2.665, 1.681], [1.811, 0.991, 2.307], [-1.669, -1.018, -2.035]],
  "atomic_forces_ev_per_a": [[0.128, 0.483, -0.375], [0.656, -0.379, -0.418], [-1.383, -0.032, -0.041], [0.489, -0.134, 0.231], [0.136, 0.258, -0.054], [-0.910, 0.291, -0.557], [0.402, -0.273, 0.087], [0.368, 0.168, 0.169], [-0.155, 0.092, 0.093], [0.130, -0.473, 0.132], [-0.064, -0.142, 0.362], [-0.080, 0.371, 0.244], [0.396, 0.146, 0.130], [0.040, 0.195, -0.094], [-0.059, 0.064, -0.041], [-0.094, -0.637, 0.131]],
  "mulliken_charge": [-0.764, -0.319, -0.088, -0.733, -0.149, 0.494, -0.704, -0.791, 0.331, 0.241, 0.268, 0.233, 0.220, 0.271, 0.266, 0.224]
}


Asked for orbital gap across the records above, the calculation gives 0.41164 0.31458 0.28091 Ha in order.